[1]
Computed, not measured: the molecule C16H24N4O4S at a distorted geometry, with ωB97M-V/def2-TZVPD.

```
! RIJCOSX wB97M-V def2-TZVPD def2/J DEFGRID3
* xyz 0 1
S -0.052 -3.971 -0.978
O -2.895 0.580 -0.604
O 0.091 4.957 0.883
O 1.631 3.407 1.546
O -0.738 -2.437 -2.987
N -1.643 2.427 -0.817
N -0.637 -3.910 1.513
N -1.340 -2.918 0.978
N -1.774 -1.858 -1.065
C -1.508 -1.712 -2.393
C -0.715 2.747 1.417
C 0.080 -4.567 0.676
C 3.357 -6.495 1.192
C 0.433 3.577 0.818
C 1.793 4.532 2.381
C 2.442 -5.337 0.818
C -0.628 3.250 -1.430
C 0.676 3.148 -0.638
C 1.107 5.643 1.583
C -1.641 0.794 -2.642
C -2.247 -0.558 -3.042
C 0.968 -5.697 1.037
C -1.163 -2.803 -0.295
C -1.957 2.851 0.535
C -2.105 1.245 -1.263
H -2.170 -0.685 -4.122
H -0.943 3.115 2.418
H 2.687 -4.463 1.425
H -1.949 1.547 -3.371
H 0.793 -5.945 2.085
H -0.386 1.710 1.492
H 2.859 4.691 2.536
H -2.387 -1.179 -0.605
H 0.716 -6.566 0.423
H -0.552 0.723 -2.659
H 3.228 -6.761 2.238
H 1.434 3.796 -1.077
H 1.294 4.371 3.346
H 1.052 2.125 -0.630
H -3.297 -0.585 -2.746
H -2.298 3.890 0.506
H -0.972 4.290 -1.397
H 4.398 -6.222 1.033
H -2.753 2.210 0.915
H 0.645 6.410 2.205
H 3.135 -7.369 0.585
H -0.465 2.969 -2.468
H 2.592 -5.072 -0.231
H 1.805 6.108 0.874
*
```

Properties
- lowest unoccupied orbital energy (eV) = 0.56
- SMILES = CCCc1nnc(NC(=O)CCC(=O)N2CCC3(CC2)OCCO3)s1
- Kohn-Sham gap (eV) = 9.180
- highest occupied orbital energy (eV) = -8.62

Atom charges from the natural (NBO) analysis, given in e for atoms 1 to 5: 0.3701, -0.6734, -0.5505, -0.5236, -0.6021

[2]
Computed, not measured: the molecule C16H24O at a distorted geometry, with ωB97M-V/def2-TZVPD.

```
! RIJCOSX wB97M-V def2-TZVPD def2/J DEFGRID3
* xyz 0 1
O -1.571 -0.432 2.450
C -1.386 -1.102 1.440
C -2.144 1.315 -1.509
C -1.908 0.833 -0.107
C 0.839 3.295 -0.879
C -1.158 -4.868 2.437
C -0.876 -2.565 1.465
C 3.729 2.691 -0.042
C -0.846 1.765 -2.194
C 2.530 1.877 0.416
C -1.825 -5.870 1.743
C -0.622 1.534 -3.614
C -0.005 2.566 -1.576
C -1.686 -0.522 0.110
C 1.290 2.831 0.497
C 2.303 0.754 -0.562
C -1.595 -3.431 2.494
H -2.755 -5.710 1.213
H 1.253 4.198 -1.281
H 0.197 -2.588 1.674
H 0.474 2.350 0.993
H -2.603 0.568 -2.181
H -1.340 0.868 -4.097
H 4.606 2.024 -0.153
H 3.124 -0.022 -0.620
H -0.248 -5.149 2.927
H 1.369 0.198 -0.277
H -1.866 1.541 0.768
H -1.443 -6.866 1.814
H -1.061 -2.964 0.461
H 0.352 1.039 -3.789
H -2.687 -3.400 2.377
H 2.221 1.057 -1.603
H 1.529 3.725 1.055
H -1.699 -1.210 -0.700
H 2.739 1.450 1.422
H -0.653 2.472 -4.169
H 3.534 3.106 -1.025
H 4.023 3.505 0.639
H -1.345 -3.059 3.483
H -2.789 2.197 -1.503
*
```

Properties
- lowest unoccupied orbital energy (eV) = 0.17
- SMILES = C=CCCC(=O)/C=C/CC(C)=C=CCC(C)C
- Kohn-Sham gap (eV) = 8.158
- highest occupied orbital energy (eV) = -7.98

Atom charges from the natural (NBO) analysis, given in e for atoms 1 to 5: -0.5532, 0.5522, -0.4722, -0.0493, -0.2998

[3]
Computed, not measured: a 4-piece molecular cluster, C16H24O2S2 overall at a distorted geometry, with ωB97M-V/def2-TZVPD.

```
! RIJCOSX wB97M-V def2-TZVPD def2/J DEFGRID3
* xyz 0 1
S -3.732 0.938 -4.262
S 0.730 3.306 -3.584
O -3.573 0.786 -5.826
O -0.457 2.759 -2.806
C 0.436 -4.338 3.680
C 1.317 -1.502 1.277
C 1.793 -4.392 4.425
C -0.288 0.816 0.567
C -3.529 2.815 -4.101
C -2.293 0.343 -3.465
C 0.973 -2.793 6.046
C 2.021 -3.671 5.584
C 0.438 0.127 -0.438
C 1.157 -1.127 -0.102
C 1.996 2.106 -3.651
C -0.295 -2.692 5.432
C -0.108 0.519 1.900
C -0.581 -3.569 4.342
C 0.609 -0.633 2.353
C 1.536 4.605 -2.560
H 2.636 -4.951 3.891
H 1.787 -1.981 -0.802
H -2.292 -0.873 -3.339
H 1.777 4.140 -1.488
H 2.038 1.933 -2.605
H -0.882 1.520 0.264
H -3.721 2.843 -3.106
H -2.591 3.129 -4.276
H 0.238 0.330 -1.468
H 1.091 -2.297 7.120
H 2.357 4.994 -3.070
H 2.901 -3.662 5.932
H 0.702 -0.750 3.284
H 0.312 -4.814 2.740
H 2.716 2.189 -4.262
H -0.753 1.225 2.353
H 1.489 1.154 -4.104
H 1.522 -2.667 1.450
H -0.881 -2.207 5.967
H -4.181 3.395 -4.545
H -1.344 0.648 -3.948
H -1.625 -3.717 4.041
H 0.760 5.292 -2.510
H -2.206 0.722 -2.328
*
```

Properties
- lowest unoccupied orbital energy (eV) = 0.50
- Kohn-Sham gap (eV) = 8.865
- highest occupied orbital energy (eV) = -8.37

Atom charges from the natural (NBO) analysis, given in e for atoms 1 to 5: 1.1590, 1.2148, -0.9739, -0.9934, -0.2221

[4]
Computed, not measured: C16H25Be2CaCl4F5O6PS as an isolated structure at a distorted geometry, with ωB97M-V/def2-TZVPD.

```
! RIJCOSX wB97M-V def2-TZVPD def2/J DEFGRID3
* xyz 1 1
Ca -5.026 3.645 2.271
Cl 0.746 -4.629 2.106
Cl -7.347 6.277 -0.342
Cl -4.573 7.018 0.078
Cl -6.183 6.099 2.320
S 2.211 0.622 1.655
P -1.805 4.301 2.577
F 1.993 -2.863 -1.003
F -0.312 -2.864 -0.952
F 0.822 -0.912 -1.479
F -2.049 2.523 -0.805
F -1.760 -3.357 0.131
O -1.415 2.895 3.032
O 5.213 2.011 2.177
O -1.130 4.612 1.243
O -1.354 5.320 3.621
O -3.341 4.376 2.411
O 4.246 -0.430 -0.988
C 0.735 -1.775 0.906
C 0.197 1.928 0.092
C -2.977 -4.453 -2.307
C -4.202 -3.949 -2.733
C 0.543 1.427 1.589
C 0.824 -2.083 -0.667
C -5.217 -4.819 -3.120
C -1.262 1.404 -0.316
C -5.004 -6.193 -3.087
C 6.045 2.245 1.318
C -3.776 -6.698 -2.670
C 5.856 1.762 -0.094
C 2.102 -1.224 1.520
C -2.763 -5.827 -2.278
C 7.295 3.023 1.628
C -5.877 5.944 0.576
Be 2.738 -1.885 -3.039
Be 4.526 -2.896 -1.704
H 0.582 2.342 2.281
H 0.156 3.073 0.015
H 8.175 2.408 1.431
H 4.913 1.220 -0.165
H 0.565 -2.824 1.391
H -3.608 -7.769 -2.649
H -1.808 -6.220 -1.949
H 7.326 3.932 1.023
H 2.929 1.010 0.510
H -4.367 -2.877 -2.762
H -0.185 -1.162 1.154
H 3.701 -1.152 -1.237
H 5.823 2.614 -0.776
H 0.982 1.533 -0.638
H -1.184 0.643 -1.169
H -1.831 0.889 0.520
H -0.296 0.775 2.022
H -6.173 -4.426 -3.447
H -2.191 -3.777 -2.000
H 2.986 -1.585 0.899
H 6.669 1.088 -0.369
H 7.294 3.305 2.683
H -5.795 -6.872 -3.387
H 2.189 -1.657 2.579
H -5.571 4.915 0.371
*
```

Properties
- lowest unoccupied orbital energy (eV) = -7.52
- Kohn-Sham gap (eV) = 1.671
- highest occupied orbital energy (eV) = -9.19

Atom charges from the Löwdin analysis, given in e for atoms 1 to 5: 1.4488, -0.1451, 0.6048, 0.6293, 0.5720

[5]
Computed, not measured: C16H25ClCoNO5P2S as an isolated structure at a distorted geometry, with ωB97M-V/def2-TZVPD.

```
! RIJCOSX wB97M-V def2-TZVPD def2/J DEFGRID3
* xyz 2 5
Co 0.607 -0.075 -2.269
Cl -1.517 -0.157 -2.825
S 0.810 1.497 3.611
P 0.222 2.018 -1.283
P 0.436 -2.079 -1.098
O -1.274 -0.048 0.913
O 0.497 2.890 3.831
O 2.103 0.995 3.968
O 2.276 -0.048 -3.965
O 3.097 0.180 -0.552
N 0.402 1.043 2.083
C -0.690 0.275 1.987
C 0.418 3.025 -2.825
C -2.577 -1.198 4.979
C 2.028 0.063 -1.077
C 1.134 -0.113 -4.289
C 1.302 2.888 -0.113
C 0.506 -0.217 -5.706
C -0.782 0.312 5.679
C -2.243 -0.992 3.649
C -0.453 0.478 4.325
C -1.174 -2.693 -0.456
C -1.845 -0.539 5.997
C 1.600 -2.661 0.211
C -1.162 -0.145 3.333
C -1.423 2.512 -0.621
C 0.808 -3.154 -2.528
H -1.788 3.382 -1.162
H -0.200 0.612 -5.908
H 0.550 4.058 -2.526
H 1.568 -3.753 0.262
H 1.186 2.414 0.876
H 2.339 2.811 -0.442
H -0.220 0.859 6.430
H -0.080 -1.145 -5.792
H -2.778 -1.456 2.826
H -1.377 -2.157 0.467
H -1.113 -3.767 -0.301
H 1.698 -2.790 -3.026
H 1.281 2.670 -3.370
H -3.400 -1.860 5.251
H 1.294 -2.234 1.169
H -0.034 -3.121 -3.213
H 1.313 -0.205 -6.433
H -2.122 -0.697 7.042
H 2.608 -2.324 -0.021
H -2.096 1.668 -0.718
H -1.275 2.749 0.427
H -0.484 2.895 -3.408
H 0.997 3.937 -0.051
H -1.939 -2.445 -1.182
H 0.967 -4.158 -2.155
*
```

Properties
- lowest unoccupied orbital energy (alpha / beta) (eV) = -8.36 / -10.58
- <S²> = 6.072
- Kohn-Sham gap (alpha / beta) (eV) = 6.464 / 4.254
- highest occupied orbital energy (alpha / beta) (eV) = -14.83 / -14.84

Atom charges from the natural (NBO) analysis, given in e for atoms 1 to 5: 0.7481, -0.3958, 2.2771, 1.1142, 1.0845